{"formula": "C32H27F9NOP3S3Tc", "method": "ωB97M-V with the def2-TZVPD basis set", "symbols": ["Tc", "S", "P", "C", "P", "S", "C", "C", "C", "C", "C", "C", "C", "C", "C", "C", "C", "C", "C", "C", "C", "C", "C", "C", "C", "C", "C", "C", "C", "C", "H", "H", "H", "H", "H", "H", "H", "H", "H", "H", "H", "H", "H", "H", "H", "H", "H", "H", "H", "H", "F", "C", "F", "F", "C", "C", "C", "C", "N", "C", "S", "H", "H", "H", "F", "P", "F", "F", "F", "F", "F", "C", "O", "H", "H", "H", "H"], "coordinates": [[-1.0413, 1.3168, -1.0439], [-2.9056, -0.1083, -1.0020], [0.6022, -1.3642, -0.2522], [-0.1179, 0.2598, 0.1845], [-0.3161, 1.2113, 1.6853], [-1.7828, 2.4217, 1.0105], [-0.7761, 0.3800, 3.2080], [0.1782, -0.3141, 3.9520], [-0.1910, -0.9567, 5.1168], [-1.5116, -0.9038, 5.5483], [-2.4604, -0.2133, 4.8146], [-2.0973, 0.4272, 3.6393], [1.2214, 2.1019, 1.9768], [1.5024, 2.5786, 3.2540], [2.6198, 3.3670, 3.4685], [3.4580, 3.6859, 2.4117], [3.1811, 3.2145, 1.1358], [2.0656, 2.4249, 0.9174], [0.2942, -2.3951, 1.2172], [-1.0223, -2.4961, 1.6685], [-1.3378, -3.3291, 2.7263], [-0.3446, -4.0916, 3.3276], [0.9588, -4.0154, 2.8685], [1.2814, -3.1708, 1.8171], [2.3887, -1.0204, -0.2814], [3.1254, -0.5958, 0.8223], [4.4664, -0.2887, 0.6974], [5.0906, -0.3971, -0.5393], [4.3733, -0.8258, -1.6432], [3.0295, -1.1402, -1.5109], [1.2096, -0.3433, 3.6322], [0.5462, -1.4938, 5.6938], [-1.7976, -1.4009, 6.4641], [-3.4849, -0.1669, 5.1559], [-2.8357, 0.9645, 3.0603], [0.8491, 2.3433, 4.0838], [2.8300, 3.7396, 4.4601], [4.3257, 4.3080, 2.5808], [3.8301, 3.4639, 0.3098], [1.8602, 2.0657, -0.0823], [-1.8072, -1.9133, 1.1988], [-2.3572, -3.3887, 3.0782], [-0.5905, -4.7498, 4.1482], [1.7308, -4.6175, 3.3267], [2.3016, -3.1283, 1.4635], [2.6494, -0.4982, 1.7872], [5.0244, 0.0436, 1.5595], [6.1378, -0.1519, -0.6376], [4.8587, -0.9238, -2.6025], [2.4798, -1.4990, -2.3720], [-4.6591, -1.3219, -6.8589], [-4.6178, -0.5154, -5.7925], [-5.8798, -0.2908, -5.4045], [-4.0939, 0.6528, -6.1871], [-3.7984, -1.1287, -4.6799], [-3.1496, -2.3231, -4.8570], [-2.3798, -2.8884, -3.8264], [-2.2773, -2.2164, -2.6425], [-2.9065, -1.0296, -2.4901], [-3.6818, -0.4591, -3.4393], [-4.3890, 1.0013, -2.9383], [-3.2427, -2.8348, -5.8051], [-1.8835, -3.8370, -3.9498], [-1.7113, -2.5582, -1.7862], [0.0559, 3.0526, -1.6728], [-1.0653, 4.1706, -2.4859], [-2.1908, 4.9947, -3.1920], [-2.1464, 2.8558, -2.2193], [-0.6592, 3.4158, -3.8365], [0.1102, 5.1949, -2.6369], [-1.4475, 4.6849, -1.0397], [0.9214, 0.7469, -3.5217], [-0.1815, 0.2485, -2.7267], [1.1439, 0.0078, -4.2901], [1.7891, 0.9171, -2.8833], [0.5902, 1.6761, -3.9704], [0.0578, -0.6328, -2.3714]], "forces_ev_per_a": [[0.04, -0.72, 0.27], [0.02, 0.31, 0.11], [0.12, -0.01, 0.05], [0.03, 0.08, -0.18], [-0.03, 0.39, -0.07], [-0.09, 0.06, 0.16], [0.02, -0.10, -0.07], [0.04, 0.00, -0.01], [-0.06, 0.00, 0.02], [0.04, -0.03, 0.01], [-0.03, 0.00, -0.01], [-0.02, -0.02, -0.06], [-0.04, -0.10, 0.05], [-0.05, 0.00, 0.13], [0.02, 0.02, 0.02], [0.02, 0.00, -0.06], [-0.05, -0.01, 0.06], [-0.01, 0.03, -0.09], [0.00, 0.03, -0.05], [-0.01, 0.02, 0.00], [0.02, -0.04, 0.01], [-0.08, 0.02, 0.01], [0.03, -0.02, 0.04], [0.02, 0.07, -0.08], [-0.04, 0.01, 0.01], [-0.07, -0.02, 0.08], [0.05, -0.02, -0.08], [-0.01, 0.02, 0.04], [0.03, 0.00, 0.01], [0.01, -0.08, -0.04], [0.10, -0.01, -0.05], [0.07, -0.04, 0.04], [-0.01, -0.03, 0.05], [-0.03, 0.00, 0.01], [-0.01, 0.03, -0.02], [-0.02, 0.01, 0.01], [0.01, 0.02, 0.06], [0.03, 0.02, 0.00], [0.04, 0.02, -0.06], [-0.03, -0.01, -0.02], [-0.04, 0.05, -0.03], [-0.07, 0.00, 0.02], [-0.02, -0.04, 0.05], [0.03, -0.02, 0.02], [0.07, 0.03, -0.03], [-0.07, 0.00, 0.09], [0.05, 0.03, 0.08], [0.07, 0.01, -0.01], [0.04, -0.01, -0.07], [-0.03, -0.02, -0.03], [0.04, -0.02, 0.04], [-0.08, 0.05, -0.08], [0.09, 0.00, 0.03], [-0.02, -0.04, 0.08], [0.04, 0.05, 0.12], [0.00, 0.00, 0.02], [0.00, 0.11, 0.17], [-0.02, -0.10, -0.16], [0.03, -0.07, 0.05], [-0.09, 0.11, -0.15], [-0.05, -0.09, -0.10], [0.00, -0.01, 0.00], [0.03, -0.04, -0.03], [-0.01, -0.04, -0.03], [0.10, -0.06, 0.05], [-0.10, -0.19, 0.02], [0.16, -0.02, 0.07], [-0.06, 0.25, -0.12], [-0.01, 0.12, 0.09], [-0.14, -0.04, 0.01], [0.05, 0.04, -0.20], [0.05, 0.06, 0.02], [-0.14, -0.04, -0.10], [0.05, 0.06, -0.01], [-0.01, 0.03, -0.08], [0.06, -0.06, -0.01], [-0.08, 0.03, -0.05]], "multiplicity": 3, "de_lowest_kcal_mol": 26.4, "charge": 1, "max_force_ev_per_a": 0.8, "gap_ev": [7.4, 6.2]}